Record 1
Density functional theory data (the ωB97M-V functional and the def2-TZVPD basis) for 8 unconnected molecules or ions with the total composition C17H48N9O8 in a non-equilibrium geometry.

Atoms and positions in Å:
O -0.789 0.361 -1.947
H -0.431 -0.172 -1.225
C -1.345 0.029 2.054
C -0.396 -0.826 2.890
C -0.094 -2.121 2.122
C 1.096 -2.916 2.634
C 2.287 -1.974 2.857
C 2.006 -0.727 3.692
N 0.838 -0.092 3.100
O 0.606 1.158 3.714
C 1.847 -1.155 5.155
C 3.217 0.180 3.562
C -1.176 -1.167 4.177
H -0.832 0.335 1.136
H -1.709 0.893 2.611
H -2.242 -0.519 1.764
H -1.037 -2.674 2.124
H 0.040 -1.880 1.061
H 1.378 -3.646 1.875
H 0.833 -3.451 3.552
H 2.537 -1.695 1.822
H 3.170 -2.520 3.197
H 1.350 -0.404 5.770
H 1.328 -2.106 5.293
H 2.820 -1.398 5.598
H 3.317 0.924 4.353
H 4.145 -0.400 3.536
H 3.296 0.721 2.613
H -2.140 -1.650 4.015
H -1.325 -0.279 4.793
H -0.624 -1.888 4.787
H 0.722 1.813 3.019
C 0.037 -0.137 -5.463
O 0.572 -0.293 -6.551
N 0.590 -0.481 -4.270
N -1.184 0.494 -5.304
H 1.437 -1.017 -4.253
H 0.078 -0.344 -3.390
H -1.761 0.651 -6.105
H -1.500 0.618 -4.359
C -1.395 3.909 -1.213
O -1.555 5.043 -0.802
N -1.850 3.472 -2.433
N -0.701 2.928 -0.550
H -1.657 2.531 -2.727
H -2.332 4.127 -3.017
H -0.319 3.164 0.346
H -0.763 1.956 -0.845
C -4.471 0.566 -1.669
O -5.687 0.441 -1.701
N -3.798 0.998 -0.557
N -3.615 0.301 -2.696
H -2.795 1.065 -0.527
H -4.348 1.388 0.184
H -2.631 0.416 -2.463
H -3.913 0.087 -3.626
C 2.445 4.103 -2.229
O 2.684 5.261 -2.544
N 2.947 3.518 -1.090
N 1.743 3.217 -2.990
H 3.362 4.140 -0.423
H 2.681 2.567 -0.873
H 1.257 3.477 -3.826
H 1.450 2.410 -2.465
C 3.703 -0.387 -0.223
C 2.208 -0.100 -0.256
O 1.953 0.665 -1.435
H 3.968 -1.034 -1.060
H 3.960 -0.952 0.682
H 4.330 0.502 -0.195
H 1.964 0.466 0.652
H 1.677 -1.056 -0.261
H 0.979 0.583 -1.567
C -2.631 -4.331 -1.260
C -2.717 -2.825 -1.354
O -1.442 -2.282 -1.007
H -2.549 -4.649 -0.216
H -1.783 -4.759 -1.795
H -3.545 -4.809 -1.623
H -3.446 -2.452 -0.630
H -2.946 -2.542 -2.383
H -1.385 -1.369 -1.342

Calculated values
HOMO energy	-6.83	eV
total energy	-48204.192	eV
net charge	-1
ΔE to the lowest compared entry with this formula, charge and spin	0.00	kJ/mol

These are the Löwdin partial charges, in e, on atoms 1 to 5: atom 1 (O): -0.39, atom 2 (H): -0.06, atom 3 (C): -0.03, atom 4 (C): -0.51, atom 5 (C): -0.13

Record 2
Density functional theory data (the ωB97M-V functional and the def2-TZVPD basis) for 2 unconnected molecules or ions with the total composition C3H8NOP in a non-equilibrium geometry.

Atoms and positions in Å:
C -1.051 -1.720 0.337
C -1.295 -1.799 -1.107
C 1.796 2.171 0.451
N -0.290 -0.875 -0.555
O 1.349 0.974 -0.219
P -0.265 0.749 -0.530
H -1.677 -1.357 1.215
H -0.606 -2.741 0.620
H -0.736 -2.638 -1.571
H -2.075 -1.394 -1.788
H 1.005 2.600 0.938
H 2.262 2.965 -0.320
H 2.666 1.923 1.094
H -1.083 1.142 1.435

Calculated values
HOMO energy	-8.26	eV
total energy	-16062.803	eV
ΔE to the lowest compared entry with this formula, charge and spin	410.18	kJ/mol

These are the natural (NBO) partial charges, in e, on atoms 1 to 5: atom 1 (C): -0.23, atom 2 (C): -0.23, atom 3 (C): -0.24, atom 4 (N): -0.81, atom 5 (O): -0.83

Record 3
Density functional theory data (the ωB97M-V functional and the def2-TZVPD basis) for C2H2FN3S in the gas phase in a non-equilibrium geometry.

Atoms and positions in Å:
F -0.706 0.334 2.328
C -0.495 -0.342 1.225
N -0.773 -1.542 0.888
N -0.403 -1.718 -0.428
N -0.006 -0.679 -0.960
C 0.076 0.397 -0.044
S 1.736 1.502 -0.857
H -0.700 1.125 -0.325
H 1.270 0.923 -1.826

Calculated values
HOMO energy	-10.34	eV
total energy	-20125.120	eV
ΔE to the lowest compared entry with this formula, charge and spin	295.07	kJ/mol
structure (SMILES)	FC1=NN=N[C@@H]1S

These are the natural (NBO) partial charges, in e, on atoms 1 to 5: atom 1 (F): -0.27, atom 2 (C): 0.63, atom 3 (N): -0.34, atom 4 (N): 0.03, atom 5 (N): -0.20